{"formula": "H22O11", "method": "ωB97M-V with the def2-TZVPD basis set", "species": ["O", "H", "H", "O", "H", "H", "O", "H", "H", "O", "H", "H", "O", "H", "H", "O", "H", "H", "O", "H", "H", "O", "H", "H", "O", "H", "H", "O", "H", "H", "O", "H", "H"], "xyz": [[-27.068, 4.829, 4.079], [-26.455, 5.488, 4.412], [-26.552, 4.314, 3.431], [-24.001, 5.514, 0.985], [-23.279, 5.091, 0.507], [-23.616, 6.317, 1.351], [-29.144, 4.331, -1.618], [-28.190, 4.501, -1.638], [-29.541, 5.207, -1.600], [-26.345, 4.208, -1.632], [-25.599, 3.628, -1.806], [-26.191, 4.552, -0.744], [-26.855, 6.118, 0.474], [-27.411, 6.045, 1.260], [-25.955, 5.975, 0.795], [-30.341, 6.942, 2.869], [-29.797, 6.217, 2.511], [-31.066, 6.498, 3.316], [-26.321, 9.409, -0.571], [-26.410, 9.054, 0.319], [-26.251, 10.361, -0.448], [-29.425, 4.688, 1.681], [-30.237, 4.608, 1.169], [-29.016, 3.819, 1.627], [-27.654, 7.252, -1.986], [-27.672, 8.161, -1.670], [-27.453, 6.729, -1.199], [-29.967, 8.425, 0.283], [-29.800, 7.820, 1.013], [-30.515, 9.114, 0.668], [-25.180, 3.653, 2.522], [-24.820, 4.191, 1.792], [-24.441, 3.526, 3.124]], "forces_ev_per_angstrom": [[-0.218, -0.005, -0.185], [0.003, 0.015, 0.046], [0.027, 0.182, 0.295], [0.384, 0.161, -0.237], [-0.046, 0.064, -0.178], [-0.059, 0.045, 0.047], [-0.152, 0.071, 0.272], [-0.189, -0.215, -0.214], [0.074, 0.088, -0.159], [0.457, -0.078, 0.211], [-0.107, -0.106, -0.192], [-0.232, 0.141, -0.041], [0.253, -0.089, 0.542], [-0.225, -0.212, -0.095], [0.040, 0.185, -0.102], [0.250, 0.126, -0.197], [-0.173, -0.038, 0.452], [-0.019, 0.001, 0.034], [0.194, 0.157, 0.101], [-0.151, -0.097, -0.020], [-0.054, 0.031, -0.032], [-0.103, -0.102, -0.005], [0.125, -0.019, -0.267], [0.113, 0.035, -0.005], [-0.206, -0.269, -0.237], [0.049, 0.005, 0.084], [0.058, 0.274, -0.125], [0.232, 0.042, -0.205], [-0.287, 0.095, 0.132], [-0.044, -0.040, 0.082], [0.110, -0.250, -0.399], [-0.096, -0.127, 0.559], [-0.008, -0.071, 0.037]], "homo_energy_ev": -9.77, "homo_lumo_gap_ev": 9.175, "e_lumo_ha": -0.02170, "smiles": "O.O.O.O.O.O.O.O.O.O.O", "charge": 0}

---

{"formula": "H22O11", "method": "ωB97M-V with the def2-TZVPD basis set", "species": ["O", "H", "H", "O", "H", "H", "O", "H", "H", "O", "H", "H", "O", "H", "H", "O", "H", "H", "O", "H", "H", "O", "H", "H", "O", "H", "H", "O", "H", "H", "O", "H", "H"], "xyz": [[-1.703, -2.224, 12.814], [-2.207, -2.414, 13.605], [-2.316, -1.761, 12.244], [-5.946, -5.392, 10.986], [-5.060, -5.071, 11.156], [-6.499, -4.612, 11.041], [-2.876, -0.150, 8.701], [-3.832, -0.165, 8.648], [-2.605, -1.014, 8.392], [-2.109, -2.446, 7.267], [-3.032, -2.661, 7.133], [-1.744, -2.392, 6.383], [-0.104, -1.930, 10.117], [-0.686, -1.811, 10.868], [0.580, -1.272, 10.237], [-0.594, -4.886, 11.999], [-0.015, -4.732, 11.252], [-1.209, -4.153, 11.981], [-4.927, -2.272, 11.360], [-4.490, -1.423, 11.424], [-4.346, -2.800, 10.812], [-1.331, -5.803, 7.776], [-1.045, -4.909, 7.588], [-2.271, -5.725, 7.939], [0.704, -2.427, 7.659], [0.032, -2.681, 7.027], [0.234, -2.343, 8.489], [-4.132, -5.681, 8.395], [-4.347, -6.552, 8.728], [-4.885, -5.437, 7.856], [-2.965, -3.432, 9.874], [-3.364, -4.249, 9.572], [-2.481, -3.107, 9.115]], "forces_ev_per_angstrom": [[0.313, 0.081, -0.277], [-0.098, -0.112, 0.274], [-0.398, 0.074, -0.080], [-0.064, -0.352, -0.243], [0.190, 0.075, 0.212], [-0.132, 0.291, 0.106], [-0.111, 0.366, 0.382], [-0.280, 0.117, 0.031], [0.392, -0.100, -0.227], [-0.194, -0.310, 0.202], [-0.421, -0.170, -0.236], [0.077, 0.240, -0.336], [-0.116, -0.025, 0.143], [-0.136, -0.176, 0.297], [0.270, 0.218, 0.004], [0.044, -0.441, 0.165], [0.137, 0.025, -0.226], [-0.153, 0.380, 0.053], [-0.729, 0.129, 0.576], [-0.030, 0.246, -0.070], [0.597, -0.027, -0.445], [0.349, -0.151, -0.125], [0.243, 0.209, 0.037], [-0.422, -0.054, 0.020], [0.507, -0.158, -0.848], [0.280, -0.052, 0.028], [-0.312, 0.009, 0.478], [0.239, 0.245, -0.063], [-0.071, -0.314, 0.298], [-0.267, 0.101, -0.105], [-0.070, 0.233, 0.363], [-0.100, -0.693, -0.271], [0.468, 0.098, -0.118]], "homo_energy_ev": -10.63, "homo_lumo_gap_ev": 10.133, "e_lumo_ha": -0.01839, "smiles": "O.O.O.O.O.O.O.O.O.O.O", "charge": 0}

---

{"formula": "H22O11", "method": "ωB97M-V with the def2-TZVPD basis set", "species": ["O", "H", "H", "H", "O", "H", "O", "H", "H", "O", "H", "H", "O", "H", "H", "O", "H", "H", "O", "H", "H", "O", "H", "H", "O", "H", "H", "O", "H", "H", "O", "H", "H"], "xyz": [[18.786, 26.797, 11.772], [18.548, 26.395, 12.543], [19.848, 26.883, 11.457], [18.204, 26.300, 11.076], [21.369, 27.146, 11.033], [21.461, 27.826, 11.799], [21.830, 25.086, 12.838], [21.127, 24.522, 12.650], [21.907, 25.791, 12.133], [16.232, 27.099, 12.956], [16.268, 27.318, 13.967], [15.971, 26.223, 12.756], [17.510, 24.850, 10.216], [17.302, 24.120, 10.715], [17.141, 24.971, 9.398], [18.694, 25.384, 14.059], [19.402, 25.950, 14.591], [19.132, 24.513, 13.855], [19.897, 23.763, 11.433], [20.055, 24.249, 10.620], [19.699, 22.831, 11.154], [21.438, 25.044, 9.609], [21.543, 25.839, 10.195], [22.270, 24.418, 9.956], [20.109, 29.488, 10.293], [20.054, 29.464, 9.324], [20.148, 28.537, 10.471], [19.595, 29.040, 13.455], [18.892, 29.375, 12.801], [18.936, 28.750, 14.095], [20.113, 27.008, 8.173], [20.615, 26.345, 8.701], [20.775, 27.220, 7.559]], "forces_ev_per_angstrom": [[0.103, 1.311, -6.362], [-0.403, -2.055, 4.575], [0.835, -0.155, 0.188], [1.301, 0.774, 0.865], [-1.941, 1.408, 2.842], [0.203, -1.708, -2.041], [2.542, 2.080, 0.700], [-1.696, -1.296, -1.074], [-0.648, -0.654, 0.723], [0.760, 2.753, 2.507], [-0.377, -1.413, -2.998], [-0.534, -1.397, 0.555], [2.758, 3.318, 1.808], [-1.037, -2.710, 1.066], [-1.748, -0.236, -2.921], [2.313, 0.686, 1.463], [-1.928, -2.091, -1.765], [-0.332, 1.430, 0.306], [-1.185, -2.187, 0.497], [0.525, 0.320, -0.648], [0.404, 1.382, 0.362], [3.386, -2.864, 1.272], [0.187, 0.220, 0.200], [-3.378, 2.529, -1.487], [-0.570, 0.143, -0.617], [0.022, 0.220, 0.349], [0.597, 0.012, 0.058], [-2.422, 0.674, -1.283], [2.088, -0.390, 0.545], [0.438, -0.265, 0.714], [-0.824, -1.044, 1.558], [-0.669, 0.394, -0.332], [1.232, 0.812, -1.625]], "homo_energy_ev": -9.30, "homo_lumo_gap_ev": 8.971, "e_lumo_ha": -0.01204, "charge": 0}

---

{"formula": "H22O11", "method": "ωB97M-V with the def2-TZVPD basis set", "species": ["O", "H", "H", "O", "H", "H", "O", "H", "H", "O", "H", "H", "O", "H", "H", "O", "H", "H", "O", "H", "H", "O", "H", "H", "O", "H", "H", "O", "H", "H", "O", "H", "H"], "xyz": [[-1.756, -3.188, -2.986], [-0.833, -3.056, -3.197], [-1.922, -2.289, -2.610], [-0.782, 1.223, -2.914], [-1.592, 1.716, -3.070], [-0.354, 1.658, -2.192], [3.223, 2.006, 0.253], [3.966, 1.809, -0.346], [2.874, 1.164, 0.560], [0.983, -3.053, -0.619], [0.682, -2.163, -0.583], [0.448, -3.653, -0.108], [0.224, -0.319, -0.135], [0.200, 0.605, -0.012], [-0.495, -0.510, -0.726], [-2.450, 0.254, 1.493], [-2.549, 0.860, 0.718], [-1.574, 0.476, 1.855], [-0.103, 1.584, 2.526], [-0.439, 1.141, 3.298], [0.787, 1.281, 2.457], [2.282, 0.147, 2.068], [1.748, -0.595, 2.325], [2.903, 0.260, 2.817], [-2.092, -0.729, -1.717], [-2.942, -0.521, -1.352], [-1.750, 0.017, -2.244], [0.575, 2.449, -0.606], [1.387, 2.610, -0.091], [0.034, 3.214, -0.683], [-0.042, -1.834, 2.017], [-0.025, -1.246, 1.230], [-0.617, -1.319, 2.572]], "forces_ev_per_angstrom": [[-0.137, 1.221, 0.293], [0.560, -0.565, -0.224], [-0.405, -0.958, -0.123], [-0.816, -0.420, -0.937], [0.058, 0.325, -0.289], [0.953, 0.547, 0.958], [0.432, 0.403, -0.434], [-0.633, 0.077, 0.362], [0.135, -0.479, 0.175], [1.267, -1.224, -0.844], [-0.523, 0.743, 0.459], [-0.492, 0.318, 0.281], [0.804, -1.536, 0.107], [0.131, 2.026, 0.199], [-1.097, -0.281, -0.558], [-0.111, 0.668, -0.814], [0.238, -0.735, 1.144], [-0.316, 0.279, -0.501], [-1.324, 0.585, -0.250], [-0.215, -0.007, 0.766], [1.515, -0.483, -0.294], [1.071, 0.982, 0.840], [-0.781, -1.284, -0.109], [-0.323, -0.007, -0.704], [0.579, -0.325, -0.024], [-0.604, 0.133, 0.269], [-0.023, -0.003, -0.088], [0.275, -1.274, -0.113], [-0.035, 0.264, -0.446], [-0.265, 1.198, 0.405], [0.556, 0.356, 0.017], [0.178, -0.389, -0.219], [-0.653, -0.156, 0.698]], "homo_energy_ev": -10.24, "homo_lumo_gap_ev": 10.004, "e_lumo_ha": -0.00850, "smiles": "O.O.O.O.O.O.O.O.O.O.O", "charge": 0}

---

The records above yield energy values of -22880.007; -22879.850; -22877.562; -22880.381 eV, respectively.